Version A
Formula: C5H7N2O
Source: OMol25
Level of theory: ωB97M-V/def2-TZVPD

ORCA input file:
```
! RIJCOSX wB97M-V def2-TZVPD def2/J DEFGRID3
* xyz 1 1
C -1.3681 -2.4133 2.4079
C -0.9903 -2.9293 3.5510
C 0.0168 -0.0008 -1.0861
C -1.2080 -0.2351 -1.3282
C 1.5576 1.1171 0.3468
N 1.1988 0.2588 -0.7645
N -2.1874 -2.1447 1.5220
O -0.2548 -3.1846 4.4171
H -1.7455 -1.0338 -0.8191
H -1.7857 0.3329 -2.0387
H 0.7313 1.1758 1.0533
H 1.7938 2.1214 -0.0051
H 2.4416 0.7147 0.8397
H 1.9747 -0.1340 -1.3013
H -3.1559 -2.4663 1.6120
*
```


Version B
Formula: C5H7N2O
Source: OMol25
Level of theory: ωB97M-V/def2-TZVPD

ORCA input file:
```
! RIJCOSX wB97M-V def2-TZVPD def2/J DEFGRID3
* xyz 1 1
C -1.7780 -1.9593 0.7915
C -1.5587 -0.7164 1.3037
C -0.2823 -0.1672 0.9298
N 0.2609 -0.3089 -0.2728
C 1.3596 0.4552 -0.9624
N 1.6110 1.7270 -0.4145
C 1.0728 2.0252 -1.5726
O 0.6173 2.6199 -2.4588
H -2.5412 -2.6516 1.1575
H -0.9691 -2.4426 0.1851
H -2.0926 -0.1629 2.0125
H -0.0183 0.6833 1.4959
H -0.1555 -0.9960 -0.8973
H 2.0660 -0.2029 -1.4582
H 2.4080 2.0971 0.1606
*
```


Most stable: version B (next structure +1.140 eV)


Version A
Formula: C3H3N2O3
Source: OMol25
Level of theory: ωB97M-V/def2-TZVPD

ORCA input file:
```
! RIJCOSX wB97M-V def2-TZVPD def2/J DEFGRID3
* xyz -1 1
O 2.8428 -1.4849 -0.3399
C 1.9657 -0.7101 0.0145
N 0.7599 -1.2446 0.3103
N -0.1963 -0.2492 0.6339
O -1.2305 -0.2018 -0.4997
C 0.5004 0.9769 0.5040
C 1.8686 0.7690 0.0746
O 2.8427 1.5841 -0.0870
H 0.7913 -2.2823 0.6876
H -0.6799 -0.0795 -1.2733
H 0.1252 1.9628 0.7073
*
```


Version B
Formula: C3H3N2O3
Source: OMol25
Level of theory: ωB97M-V/def2-TZVPD

ORCA input file:
```
! RIJCOSX wB97M-V def2-TZVPD def2/J DEFGRID3
* xyz -1 1
C -0.2770 1.4360 -0.1785
C 0.3038 0.2732 -0.1245
C 1.8042 -0.0358 0.1417
N -0.7026 -2.1174 0.2426
N -1.1768 -1.0375 0.1327
O 2.2124 -1.1922 0.0767
O 2.4055 1.0272 0.3157
O -1.6229 1.6833 -0.0210
H 0.4147 2.2289 -0.5823
H -1.3228 -3.0279 0.1990
H -2.0384 0.7622 -0.2020
*
```


Version C
Formula: C3H3N2O3
Source: OMol25
Level of theory: ωB97M-V/def2-TZVPD

ORCA input file:
```
! RIJCOSX wB97M-V def2-TZVPD def2/J DEFGRID3
* xyz -1 1
O 0.5259 1.7213 1.8535
C 0.3547 1.1524 0.7813
N 1.3415 1.1460 -0.2149
C 0.8697 0.5340 -1.2267
O -0.3326 -0.0961 -1.0564
C -0.7126 0.1776 0.2695
N -0.5424 -1.0586 1.1651
O -1.5197 -1.1150 2.0649
H 1.3568 0.5860 -2.1156
H -1.8408 0.4132 0.4582
H 0.2871 -1.0336 1.6623
*
```


Most stable: version A (next structure +0.723 eV)


Version A
Formula: C32H38Cl3FN8O3SSiZr
Source: OMol25
Level of theory: ωB97M-V/def2-TZVPD

ORCA input file:
```
! RIJCOSX wB97M-V def2-TZVPD def2/J DEFGRID3
* xyz 2 1
Zr -0.3953 -0.4107 0.3107
C 0.5629 3.8835 6.8198
C 1.6301 2.9552 6.2639
N 1.0905 2.0270 5.2375
C 1.2534 2.3349 3.9451
C 0.6934 1.6400 2.9164
C 0.9777 2.0732 1.5168
O 1.2009 3.2276 1.2684
O 0.9198 1.0802 0.6421
C -0.2033 0.5849 3.2048
O -0.9554 0.0635 2.3253
C -0.2696 0.1549 4.5797
C -0.9610 -1.0143 4.9279
C -1.0188 -1.4114 6.2217
F -1.6196 -2.5796 6.5087
C -0.4611 -0.6504 7.2739
C 0.2154 0.5031 6.9234
C 0.3537 0.8975 5.5864
N -0.6090 -1.0106 8.6286
C -1.4934 -2.1022 9.0666
C -1.6940 -1.9898 10.5842
N -1.5878 -0.5316 10.9676
C -0.1594 -0.0423 10.8138
C 0.4481 -0.7412 9.5996
H 1.0000 4.5414 7.5761
H -0.2585 3.3250 7.2779
H 0.1472 4.5097 6.0260
H 2.1050 2.3689 7.0445
H 2.4139 3.5255 5.7809
H 1.8721 3.2005 3.7266
H -1.4210 -1.6210 4.1532
H 0.6299 1.1278 7.7027
H -1.1011 -3.0931 8.8471
H -2.4511 -2.0073 8.5668
H -0.9385 -2.5176 11.1570
H -2.6697 -2.3637 10.8745
H -1.9192 -0.3704 11.9140
H -2.1837 0.0032 10.3416
H 0.3773 -0.2845 11.7259
H -0.2006 1.0341 10.6997
H 0.9231 -1.6769 9.9010
H 1.2281 -0.1193 9.1857
N -1.5287 1.7895 0.1189
C -2.8896 1.6920 -0.3643
C -3.9349 2.1281 0.4250
C -5.2435 1.9756 -0.0101
C -5.4887 1.3851 -1.2421
C -4.4232 0.9560 -2.0218
C -3.1032 1.1012 -1.5993
C -1.9788 0.5700 -2.4326
C -2.0851 0.7548 -3.8146
C -1.1644 0.1958 -4.6903
C -0.1239 -0.5703 -4.1851
C 0.0030 -0.7224 -2.8189
C -0.8782 -0.1482 -1.8888
H -1.4902 2.3987 0.9166
H -0.9268 2.1703 -0.5974
H -3.7248 2.5843 1.3887
H -6.0651 2.3225 0.6078
H -6.5055 1.2501 -1.5921
H -4.6186 0.4627 -2.9697
H -2.9038 1.3499 -4.2067
H -1.2708 0.3434 -5.7612
H 0.5914 -1.0356 -4.8541
H 0.8362 -1.3209 -2.4768
Cl -2.6642 -4.7078 0.4025
Si -1.5038 -3.1633 -0.3272
Cl -0.2735 -2.7244 1.6558
Cl -2.7722 -1.3628 0.4248
N 2.1477 -1.1649 1.1484
N 1.6674 -1.4091 -0.1941
H 2.9893 -0.6104 1.1131
H 2.3529 -2.0434 1.5878
H 2.0031 -2.2815 -0.5430
H 2.0689 -0.6783 -0.8116
C 4.6220 0.3707 -4.4757
N 3.3046 1.0045 -4.5581
C 2.6771 1.3813 -5.7523
C 1.4873 1.8982 -5.4263
N 1.4075 1.8250 -4.0414
C 2.5112 1.2820 -3.4927
S 2.7926 1.0260 -1.8298
H 5.2667 0.7985 -5.2380
H 4.5431 -0.7037 -4.6243
H 5.0350 0.5622 -3.4933
H 3.1478 1.2546 -6.7171
H 0.6953 2.3004 -6.0441
H 0.6328 2.1252 -3.4759
*
```


Version B
Formula: C32H38Cl3FN8O3SSiZr
Source: OMol25
Level of theory: ωB97M-V/def2-TZVPD

ORCA input file:
```
! RIJCOSX wB97M-V def2-TZVPD def2/J DEFGRID3
* xyz 2 1
Zr 1.8232 -0.9705 1.8031
C -3.0502 5.0364 0.5688
C -1.5358 5.1515 0.5111
N -0.8834 3.8349 0.4078
C -0.3948 3.2740 1.5148
C 0.2055 2.0399 1.5768
C 0.6857 1.6318 2.9519
O 0.2769 2.2209 3.9209
O 1.5418 0.6349 3.0128
C 0.2699 1.2638 0.3992
O 0.7535 0.0886 0.3144
C -0.2528 1.8661 -0.8089
C -0.1800 1.1598 -2.0159
C -0.6336 1.7335 -3.1653
F -0.5004 1.0536 -4.3181
C -1.2110 3.0170 -3.1904
C -1.3047 3.6993 -1.9880
C -0.8172 3.1489 -0.7967
N -1.7029 3.6145 -4.3665
C -1.9818 2.8206 -5.5605
C -2.7471 3.7015 -6.5578
N -3.4926 4.7522 -5.7891
C -2.5350 5.7426 -5.1715
C -1.2957 4.9693 -4.7073
H -3.4917 6.0287 0.6517
H -3.3545 4.4588 1.4412
H -3.4577 4.5487 -0.3167
H -1.1563 5.6184 1.4172
H -1.1947 5.7695 -0.3187
H -0.4835 3.8441 2.4311
H 0.2519 0.1663 -2.0401
H -1.7885 4.6643 -1.9778
H -2.5867 1.9596 -5.2791
H -1.0841 2.4489 -6.0607
H -3.4547 3.1223 -7.1457
H -2.0847 4.2337 -7.2379
H -4.0124 4.2939 -5.0384
H -4.1691 5.2323 -6.3831
H -3.0603 6.2190 -4.3461
H -2.2985 6.4905 -5.9259
H -0.8542 5.4695 -3.8508
H -0.5329 4.9597 -5.4943
N 3.8155 -1.4424 2.9605
C 3.5623 -1.6254 4.3777
C 4.1134 -0.7349 5.2835
C 3.8618 -0.8881 6.6370
C 3.0643 -1.9349 7.0732
C 2.5131 -2.8151 6.1564
C 2.7437 -2.6761 4.7889
C 2.0978 -3.5903 3.8109
C 1.9928 -4.9501 4.1046
C 1.3152 -5.8082 3.2527
C 0.7123 -5.3100 2.1074
C 0.8160 -3.9558 1.8151
C 1.5338 -3.0747 2.6314
H 4.5179 -0.7206 2.8186
H 4.1786 -2.3011 2.5474
H 4.7465 0.0714 4.9320
H 4.2914 -0.1947 7.3465
H 2.8632 -2.0613 8.1281
H 1.8707 -3.6154 6.5001
H 2.4550 -5.3423 5.0020
H 1.2537 -6.8625 3.4875
H 0.1673 -5.9722 1.4456
H 0.3340 -3.5892 0.9088
Cl 3.0726 -2.2140 -0.1422
Si 3.7166 -0.2172 -1.2885
Cl 3.6832 0.8354 0.7494
Cl 5.7521 -0.6509 -1.3070
N -1.5799 -0.8521 1.5635
N -0.5135 -1.1661 2.4801
H -2.4522 -1.2091 1.9423
H -1.3946 -1.3666 0.7023
H -0.5814 -2.1192 2.8333
H -0.6200 -0.5528 3.2852
C -2.6376 -5.0296 -1.6589
N -1.1888 -5.1004 -1.7006
C -0.4542 -6.2707 -1.8182
C 0.8479 -5.9323 -1.8023
N 0.8911 -4.5579 -1.6759
C -0.3543 -4.0391 -1.6074
S -0.7574 -2.4088 -1.4152
H -3.0548 -5.6728 -2.4305
H -2.9326 -3.9998 -1.8382
H -3.0054 -5.3461 -0.6832
H -0.9284 -7.2306 -1.9136
H 1.7334 -6.5358 -1.8758
H 1.7130 -3.9827 -1.5860
*
```


Most stable: version B (next structure +1.237 eV)


Version A
Formula: H2N2O2S
Source: OMol25
Level of theory: ωB97M-V/def2-TZVPD

ORCA input file:
```
! RIJCOSX wB97M-V def2-TZVPD def2/J DEFGRID3
* xyz 0 1
N 0.4725 0.0991 0.0559
N -0.7753 0.1033 0.0506
O -1.1958 1.4087 -0.0026
O -1.5749 -0.7764 0.0760
S 1.1091 -1.5388 0.0786
H -0.3071 1.8226 0.1448
H 2.2715 -1.1185 -0.4033
*
```


Version B
Formula: H2N2O2S
Source: OMol25
Level of theory: ωB97M-V/def2-TZVPD

ORCA input file:
```
! RIJCOSX wB97M-V def2-TZVPD def2/J DEFGRID3
* xyz 0 1
N -1.5678 -0.1744 0.2684
N -0.3403 0.2769 0.4432
O -3.8604 -0.6570 0.0123
O 0.5671 -0.5871 -0.2361
S -2.9250 0.4163 -0.0936
H -0.2033 1.4442 -0.2429
H 1.1324 -0.9232 0.4512
*
```


Most stable: version A (next structure +0.871 eV)


Version A
Formula: C15H14BrN3OS
Source: OMol25
Level of theory: ωB97M-V/def2-TZVPD

ORCA input file:
```
! RIJCOSX wB97M-V def2-TZVPD def2/J DEFGRID3
* xyz 0 1
C 7.0019 0.5850 4.5497
C 6.2420 0.0887 3.3354
O 6.6580 -0.7723 2.5980
N 5.0421 0.7279 3.1853
C 4.0700 0.5559 2.1969
C 2.8944 1.2986 2.3024
C 1.9019 1.1759 1.3547
C 2.0599 0.3127 0.2709
N 0.9957 0.2225 -0.6307
C 0.9618 -0.2264 -1.9066
S 2.2594 -0.6214 -2.8448
N -0.2749 -0.2697 -2.4988
C -1.5480 -0.2313 -1.9447
C -2.6012 0.2220 -2.7447
C -3.8896 0.2725 -2.2560
C -4.1401 -0.1375 -0.9558
Br -5.9142 -0.0547 -0.2675
C -3.1181 -0.6201 -0.1564
C -1.8281 -0.6726 -0.6489
C 3.2259 -0.4393 0.1734
C 4.2204 -0.3173 1.1234
H 7.9467 0.0543 4.6180
H 6.4252 0.4049 5.4547
H 7.1968 1.6520 4.4624
H 4.8084 1.4205 3.8835
H 2.7576 1.9765 3.1336
H 0.9945 1.7564 1.4520
H 0.1528 0.6884 -0.3139
H -0.2273 -0.3698 -3.5045
H -2.3993 0.5370 -3.7575
H -4.6956 0.6288 -2.8783
H -3.3285 -0.9657 0.8438
H -1.0505 -1.1003 -0.0352
H 3.3624 -1.1217 -0.6475
H 5.1194 -0.9033 1.0372
*
```


Version B
Formula: C15H14BrN3OS
Source: OMol25
Level of theory: ωB97M-V/def2-TZVPD

ORCA input file:
```
! RIJCOSX wB97M-V def2-TZVPD def2/J DEFGRID3
* xyz 0 1
O 0.3802 3.0992 0.3624
C 0.8406 1.9742 0.4054
N 1.8555 1.6924 -0.4701
N 2.5784 0.5275 -0.6375
C 2.6054 -0.2365 -1.7707
S 3.8363 -1.3322 -1.9051
N 1.6852 -0.1256 -2.7459
C 0.3720 0.4858 -2.6885
C -0.5670 -0.1540 -1.6893
C -0.4234 -1.4798 -1.3049
C -1.3092 -2.0462 -0.4048
C -2.3496 -1.2965 0.1145
C -2.4992 0.0257 -0.2673
C -1.6114 0.5947 -1.1621
C 0.3269 0.9521 1.3534
C 0.8083 -0.3453 1.5087
C 0.2203 -1.2038 2.4195
C -0.8518 -0.7698 3.1787
Br -1.6800 -1.9706 4.3957
C -1.3386 0.5216 3.0557
C -0.7452 1.3701 2.1465
H 2.1491 2.5058 -1.0086
H 3.4252 0.4288 -0.0820
H 1.8169 -0.8234 -3.4648
H 0.4605 1.5532 -2.4701
H -0.0582 0.3946 -3.6908
H 0.3837 -2.0778 -1.7021
H -1.1865 -3.0783 -0.1125
H -3.0415 -1.7411 0.8140
H -3.3074 0.6180 0.1345
H -1.7273 1.6289 -1.4517
H 1.6332 -0.7140 0.9247
H 0.5929 -2.2101 2.5320
H -2.1704 0.8517 3.6585
H -1.1041 2.3807 2.0247
*
```


Most stable: version A (next structure +0.999 eV)


Version A
Formula: C4H6BrNO2
Source: OMol25
Level of theory: ωB97M-V/def2-TZVPD

ORCA input file:
```
! RIJCOSX wB97M-V def2-TZVPD def2/J DEFGRID3
* xyz 0 1
C 1.4299 -0.5169 0.3450
C 0.3598 -1.1837 -0.3668
C -0.9515 -0.4258 -0.4389
C -0.9492 0.5214 0.7671
N 0.6312 1.7020 -0.2093
O 1.2400 2.6756 -0.4925
O -0.5492 1.8613 0.4634
Br 3.1347 -0.8877 -0.1812
H 0.7864 -1.7276 -1.1942
H 0.0670 -2.1241 0.1809
H -1.1543 0.3001 -1.2082
H -1.8587 -1.1750 -0.5077
H -1.9644 0.7028 1.2728
H -0.2217 0.2775 1.5696
*
```


Version B
Formula: C4H6BrNO2
Source: OMol25
Level of theory: ωB97M-V/def2-TZVPD

ORCA input file:
```
! RIJCOSX wB97M-V def2-TZVPD def2/J DEFGRID3
* xyz 0 1
C 2.2532 -1.2680 -0.3689
C 1.0005 -0.9114 -0.6611
C 0.0534 -0.4942 0.4524
C -1.2773 0.1087 0.1172
Br -2.6133 -1.0794 -0.5271
N -1.5037 1.3872 0.0738
O -2.5863 1.9135 -0.1846
O -0.5060 2.2354 0.4269
H 2.3256 -1.2349 0.7284
H 2.9638 -1.6311 -1.1170
H 0.6024 -1.0304 -1.6104
H -0.2702 -1.4021 1.0866
H 0.4291 0.3256 1.1203
H -0.8711 3.0813 0.4636
*
```


Most stable: version B (next structure +2.382 eV)